# 1
A cluster of 2 separate species, C5H10O in total. Source: OMol25; level of theory: ωB97M-V/def2-TZVPD.

```
16
Properties=species:S:1:pos:R:3:forces:R:3:mulliken_charge:R:1
O 0.9913 -1.6417 -0.3720 0.10 -0.21 0.01 -0.56
C -1.6938 1.1912 0.4929 0.02 0.04 0.18 -0.40
C -0.3283 0.8651 0.9916 -0.05 0.16 0.42 -0.30
C -1.9616 -0.0465 -0.2921 -0.15 -0.03 -0.01 -0.26
C 2.3105 -1.1537 -0.3361 0.41 0.09 0.04 -0.55
C -0.6746 0.7126 -0.4687 -0.25 0.19 -0.38 -0.45
H 0.4118 -0.8739 -0.3196 -0.12 -0.12 -0.14 0.31
H -1.9179 -1.0325 0.1803 -0.08 0.26 0.04 0.15
H 2.9563 -1.9716 -0.0040 -0.02 0.15 -0.06 0.25
H -0.2179 -0.0162 1.6373 0.08 0.10 -0.40 0.23
H -2.2050 2.1396 0.5172 -0.04 -0.11 -0.07 0.29
H 2.4246 -0.3153 0.3710 -0.02 -0.20 -0.11 0.24
H 2.6629 -0.8116 -1.3238 -0.11 -0.10 0.18 0.23
H -0.3252 1.1840 -1.3823 0.12 -0.01 0.46 0.35
H 0.2966 1.7040 1.3000 -0.10 -0.13 -0.23 0.25
H -2.7063 0.0502 -1.0818 0.22 -0.09 0.07 0.24
```
Forces are in eV/Å.

## Properties
SMILES: C1[C@H]2C[C@@H]12.CO
Charge: 0



# 2
An isolated molecule of C5H10O. Source: OMol25; level of theory: ωB97M-V/def2-TZVPD.

```
16
Properties=species:S:1:pos:R:3:forces:R:3:mulliken_charge:R:1
O -1.6238 0.5182 -1.1794 -0.07 0.03 -0.20 -0.53
C -0.5544 0.0321 -0.3727 0.17 -0.17 0.21 1.15
C -1.4784 1.0467 0.1377 -0.03 0.18 0.21 -0.69
C 1.7708 0.2506 0.5028 0.04 0.00 0.07 -1.11
C -0.8611 -1.3654 0.1180 0.00 -0.12 0.03 -1.49
C 0.8882 0.3101 -0.7491 -0.09 0.02 -0.03 -0.53
H -1.2976 2.1176 0.1486 0.36 -0.12 0.11 0.32
H -0.4986 -2.1147 -0.5919 0.03 0.04 0.10 0.31
H 1.6990 -0.7283 0.9903 0.04 0.16 -0.10 0.31
H 1.4570 1.0059 1.2327 0.06 -0.10 -0.11 0.29
H -0.4299 -1.5591 1.1048 0.00 -0.04 -0.16 0.34
H 0.9853 1.2851 -1.2415 -0.15 -0.13 0.12 0.32
H -2.1574 0.6876 0.9151 -0.25 0.19 -0.37 0.25
H 1.2235 -0.4486 -1.4706 -0.11 0.14 0.09 0.28
H -1.9486 -1.4602 0.1856 0.17 -0.09 0.05 0.44
H 2.8260 0.4224 0.2694 -0.17 0.01 -0.03 0.35
```
Forces are in eV/Å.

## Properties
SMILES: CC[C@@]1(C)CO1
Charge: 0



# 3
A structure of composition C5H10O2. Source: OMol25; level of theory: ωB97M-V/def2-TZVPD.

```
17
Properties=species:S:1:pos:R:3:forces:R:3:mulliken_charge:R:1
O -0.7836 2.0988 0.3528 0.17 -0.54 -0.11 -0.51
O -0.0856 -1.3488 -1.7339 0.16 0.38 0.37 -0.56
C -0.1436 -1.3127 -0.3131 -0.20 1.19 1.08 -0.33
C 1.5324 0.5720 -0.4162 0.63 0.26 0.03 -1.68
C 0.6161 -0.1949 0.4681 1.39 1.08 0.68 0.84
C -1.2748 -0.4485 0.2385 -1.60 0.92 0.33 -0.75
C -0.5286 0.8759 1.0196 -1.72 -4.10 -2.45 -0.57
H -1.7800 0.0540 -0.5655 -1.00 -0.32 -0.42 0.40
H -1.8413 -0.9642 1.0000 -0.78 -0.09 -0.26 0.30
H 2.2657 -0.0827 -0.8911 0.17 0.13 0.02 0.42
H 0.9597 1.0849 -1.1980 0.16 -0.14 0.20 0.34
H -1.7514 2.1544 0.2467 0.55 0.06 -0.05 0.33
H 1.0112 -0.6469 1.3674 0.75 0.08 0.09 0.29
H -0.0526 -2.3520 0.0747 -0.11 0.90 0.09 0.34
H -1.0901 0.8616 1.9585 1.37 -0.10 0.43 0.39
H 2.0074 1.3193 0.2108 0.40 0.24 -0.23 0.42
H 0.8210 -1.5446 -2.0174 -0.34 0.06 0.21 0.33
```
Forces are in eV/Å.

## Properties
Charge: 0



# 4
A cluster of 2 separate species, C5H10O2 in total. Source: OMol25; level of theory: ωB97M-V/def2-TZVPD.

```
17
Properties=species:S:1:pos:R:3:forces:R:3:mulliken_charge:R:1
O 1.1032 -0.0313 -1.2496 -2.95 -0.44 -0.31 -0.52
O -1.1158 1.4755 -0.8400 0.11 -0.22 0.06 -0.49
C 0.5839 -0.0088 1.8946 0.40 -0.03 0.11 -1.04
C -0.2366 0.2379 0.9220 -1.45 -0.70 -0.52 0.76
C 2.4056 -0.5620 -1.1736 -0.31 -0.52 -0.02 -0.67
C -2.6296 0.0107 0.3118 -0.24 -0.87 -0.57 -1.38
C -1.2000 0.3503 -0.0049 0.04 2.07 1.37 0.30
H -3.0458 0.7121 1.0408 0.33 0.02 0.01 0.29
H 2.4031 -1.6200 -0.8895 0.14 0.15 0.02 0.27
H -2.7064 -0.9955 0.7301 -0.12 0.07 -0.09 0.34
H 2.9699 0.0266 -0.4409 -0.09 -0.19 0.07 0.24
H 2.9246 -0.4469 -2.1310 -0.14 -0.13 -0.01 0.25
H -0.1920 1.5195 -1.1536 -0.30 -0.03 0.20 0.40
H 0.1368 -0.5494 -1.0881 4.29 1.02 -0.33 0.43
H 0.2076 -0.0873 2.9101 0.17 0.95 0.16 0.27
H 1.6472 -0.1410 1.7398 0.00 -0.86 -0.11 0.23
H -3.2557 0.1096 -0.5780 0.12 -0.29 -0.03 0.33
```
Forces are in eV/Å.

## Properties
SMILES: C=C=C(C)O.CO
Charge: 0



# 5
A structure of composition C5H10O2. Source: OMol25; level of theory: ωB97M-V/def2-TZVPD.

```
17
Properties=species:S:1:pos:R:3:forces:R:3:mulliken_charge:R:1
O 0.1112 1.4101 -0.3370 -0.25 -0.13 -0.10 -0.49
O -0.4285 -1.5568 -0.7587 -0.07 0.09 -0.13 -0.62
C -1.5239 -0.0954 0.8186 -0.01 0.02 0.00 -0.35
C 0.8067 0.2876 0.2739 0.04 -0.06 0.11 0.23
C -1.7166 0.8646 -0.3212 -0.16 0.00 0.26 -0.68
C 2.0364 -0.0855 -0.5329 -0.04 -0.01 -0.02 -1.35
C -0.2345 -0.8394 0.4381 0.07 0.08 0.24 -0.43
H 1.7388 -0.5044 -1.4982 0.06 0.06 0.11 0.29
H -2.1464 1.8215 0.0005 0.08 -0.13 0.03 0.20
H 2.6174 -0.8482 -0.0029 -0.12 0.11 -0.06 0.38
H 2.6764 0.7875 -0.6936 -0.12 -0.12 0.05 0.37
H -1.4576 0.3427 1.8253 0.05 -0.04 -0.13 0.37
H -0.2447 1.1243 -1.2117 0.42 0.08 -0.11 0.46
H 0.0949 -1.5559 1.2000 -0.04 0.15 -0.10 0.45
H -1.0554 -1.0103 -1.2699 0.03 -0.10 0.00 0.53
H -2.3635 -0.8031 0.8050 0.12 0.07 0.00 0.31
H 1.0894 0.6607 1.2648 -0.06 -0.07 -0.15 0.34
```
Forces are in eV/Å.

## Properties
Charge: 0



# 6
A cluster of 2 separate species, C5H10O2 in total. Source: OMol25; level of theory: ωB97M-V/def2-TZVPD.

```
17
Properties=species:S:1:pos:R:3:forces:R:3:mulliken_charge:R:1
O 2.6235 -0.3169 -2.5622 -0.82 -0.80 -0.20 -0.64
O 0.6789 0.8385 1.1389 -0.58 -1.87 0.69 -0.44
C -1.4456 1.2243 2.0027 -2.46 2.16 3.01 -1.41
C -0.7182 -0.8614 -0.9239 -0.39 5.81 -1.08 0.16
C -1.2541 0.5067 -0.2901 1.54 -6.15 -0.74 -0.58
C 0.1014 -1.7008 -0.2842 3.70 -0.73 1.81 -0.84
C -0.7014 0.5304 1.0296 1.17 1.98 -3.83 0.78
H -0.5162 -0.7679 -2.0090 0.05 0.08 0.40 0.18
H 0.1547 -2.2180 0.6891 -1.19 1.03 -0.05 0.36
H -2.5503 1.0583 2.0482 0.98 -0.57 -0.44 0.36
H 3.3359 -0.6132 -2.0171 1.26 0.31 0.66 0.31
H -1.4204 2.3051 1.7787 0.45 0.00 0.22 0.31
H -1.7639 1.2912 -0.8733 -0.82 -0.83 0.98 0.36
H 1.2501 -1.6003 -0.5497 -2.26 -1.33 -0.97 0.06
H -1.1123 1.0882 3.0401 0.28 0.12 -0.28 0.33
H 2.1758 -1.1778 -2.6217 -0.43 0.49 -0.44 0.32
H 1.1620 0.4135 0.4040 -0.47 0.33 0.26 0.39
```
Forces are in eV/Å.

## Properties
SMILES: C=C/C=C(/C)O.O
Charge: 0



# 7
An isolated molecule of C5H10O2. Source: OMol25; level of theory: ωB97M-V/def2-TZVPD.

```
17
Properties=species:S:1:pos:R:3:forces:R:3:mulliken_charge:R:1
O 0.8379 1.8183 -0.1413 0.24 0.13 -0.04 -0.54
O -0.9081 -1.2383 0.2949 -0.04 0.01 -0.01 -0.43
C -1.7171 0.9071 -0.4584 -0.01 0.01 -0.03 -1.34
C -0.8253 0.1696 0.5301 -0.08 0.23 0.03 0.35
C 0.3990 -1.7712 0.1461 0.21 -0.18 -0.03 -0.41
C 0.6735 0.5281 0.3994 -0.09 -0.35 0.24 -0.04
C 1.2232 -0.6299 -0.4338 -0.01 0.00 -0.04 -0.66
H -2.7486 0.5525 -0.3658 0.17 0.05 0.05 0.37
H 0.9819 -0.4650 -1.4901 -0.01 -0.05 0.14 0.24
H -1.1642 0.3642 1.5584 0.01 0.01 -0.19 0.21
H 2.3053 -0.7691 -0.3386 -0.17 0.02 0.05 0.39
H 0.8020 -2.0827 1.1254 -0.06 0.05 -0.16 0.26
H 1.1315 0.4889 1.3990 -0.07 -0.02 -0.10 0.34
H -1.3921 0.7277 -1.4889 0.01 0.01 0.17 0.27
H -1.6852 1.9859 -0.2743 -0.04 -0.20 0.00 0.34
H 1.7514 2.0717 0.0274 -0.10 0.14 -0.13 0.33
H 0.3350 -2.6579 -0.4894 0.01 0.14 0.03 0.30
```
Forces are in eV/Å.

## Properties
SMILES: C[C@H]1OCC[C@H]1O
Charge: 0



# 8
An isolated molecule of C5H10O2. Source: OMol25; level of theory: ωB97M-V/def2-TZVPD.

```
17
Properties=species:S:1:pos:R:3:forces:R:3:mulliken_charge:R:1
O -0.8254 -0.9977 1.1950 -0.05 0.07 0.01 -0.44
O -0.0946 -0.8437 -0.9347 -0.04 0.01 -0.03 -0.42
C -1.2544 -0.7564 -0.1248 -0.32 0.06 -0.13 0.34
C 1.8641 0.5449 -0.6802 0.01 0.04 -0.01 -1.30
C -1.9375 0.6048 -0.2610 -0.04 0.04 -0.01 -1.11
C 1.0431 -0.5971 -0.1075 0.20 0.08 0.14 0.44
C 0.4086 -0.3108 1.2616 0.26 0.14 0.07 -0.61
H 1.6477 -1.5146 -0.0629 -0.15 0.12 -0.02 0.26
H 0.9781 -0.6794 2.1166 -0.05 -0.01 -0.16 0.37
H -1.3171 1.4148 0.1408 -0.08 -0.22 -0.11 0.22
H -2.8845 0.6048 0.2887 0.12 -0.05 -0.11 0.35
H -1.9311 -1.5674 -0.4099 0.05 0.09 0.04 0.33
H 2.7007 0.8031 -0.0200 -0.12 -0.07 -0.08 0.35
H 1.2299 1.4291 -0.8096 0.11 -0.11 0.05 0.29
H -2.1323 0.8270 -1.3141 0.00 -0.10 0.13 0.32
H 0.2357 0.7687 1.3812 0.16 -0.12 0.07 0.29
H 2.2690 0.2699 -1.6592 -0.06 0.04 0.16 0.33
```
Forces are in eV/Å.

## Properties
SMILES: C[C@@H]1OC[C@H](C)O1
Charge: 0



# 9
An isolated molecule of C5H10O2. Source: OMol25; level of theory: ωB97M-V/def2-TZVPD.

```
17
Properties=species:S:1:pos:R:3:forces:R:3:mulliken_charge:R:1
O 1.4585 1.1929 -0.7579 -0.29 0.19 0.35 -0.55
O -0.9678 1.8002 -0.0190 -0.16 0.17 0.00 -0.62
C 0.0762 0.0508 1.3147 1.12 -0.09 -0.65 -1.30
C 0.7343 0.0867 -0.3438 -0.22 -0.07 2.25 0.42
C 1.6459 -1.1232 -0.5576 -0.43 -0.17 0.13 -1.22
C -1.8921 -0.3999 -0.3177 0.08 -0.08 -0.16 -1.38
C -0.7212 0.4190 0.1460 0.56 -0.28 -1.02 1.40
H 0.4737 0.8032 1.9920 -0.16 0.12 -0.22 0.31
H -1.6571 -1.4626 -0.2208 -0.05 0.08 -0.11 0.31
H 2.5780 -0.8849 -0.0170 -0.42 -0.12 -0.09 0.31
H 1.2064 -2.0081 -0.1083 0.04 -0.17 0.03 0.29
H -2.8215 -0.1943 0.2291 0.34 0.10 0.03 0.36
H -0.6925 2.2616 0.7861 -0.10 -0.20 -0.21 0.36
H 1.9693 -1.3698 -1.5807 -0.56 0.41 0.06 0.34
H -0.1693 -0.9053 1.8021 0.43 0.35 -0.50 0.25
H 0.8184 1.8881 -0.9770 0.04 -0.05 0.13 0.38
H -2.0391 -0.1542 -1.3703 -0.21 -0.19 -0.01 0.34
```
Forces are in eV/Å.

## Properties
SMILES: C[C@]1(O)C[C@@]1(C)O
Charge: 0



# 10
A cluster of 2 separate species, C5H10O2 in total. Source: OMol25; level of theory: ωB97M-V/def2-TZVPD.

```
17
Properties=species:S:1:pos:R:3:forces:R:3:mulliken_charge:R:1
O -2.1836 0.8534 1.3872 0.24 1.91 -1.50 -0.53
O 0.4230 -1.3405 2.2717 2.55 -0.32 2.37 -0.65
C 1.4356 0.2868 -1.2847 0.43 0.45 -1.22 -0.25
C -2.1683 0.2926 0.0133 0.39 -2.92 3.03 -0.66
C 0.3144 -0.0986 -0.4820 -0.86 -1.80 1.88 0.18
C -0.8565 0.4821 -0.6765 -1.98 2.49 -2.60 0.00
C 2.5905 -0.3407 -1.3692 -0.22 -1.11 0.30 -0.79
H -3.1078 0.5668 -0.4838 0.65 0.05 -0.28 0.37
H -2.1997 -0.8115 0.3261 -0.41 1.25 -0.89 0.21
H -2.1150 1.8400 1.2456 -0.08 -1.46 0.51 0.31
H 0.3506 -0.9624 0.3080 0.43 1.82 -1.68 0.27
H 2.7202 -1.2468 -0.7936 0.43 0.01 0.18 0.26
H 1.1817 -1.2346 2.9603 -1.92 -0.58 -1.84 0.32
H -1.0037 1.2138 -1.5704 0.85 -0.96 1.56 0.14
H 0.0358 -0.4754 2.3186 -0.75 0.84 -0.12 0.31
H 3.2807 -0.1066 -2.1468 0.60 0.23 -0.15 0.29
H 1.3019 1.0817 -2.0237 -0.35 0.10 0.46 0.21
```
Forces are in eV/Å.

## Properties
SMILES: C=C/C=C/CO.O
Charge: 0



# 11
An isolated molecule of C5H10O2. Source: OMol25; level of theory: ωB97M-V/def2-TZVPD.

```
17
Properties=species:S:1:pos:R:3:forces:R:3:mulliken_charge:R:1
O 0.8571 2.4357 0.7903 0.53 -0.35 -0.23 -0.52
O -0.3961 -0.8012 -1.9572 0.16 0.19 -0.08 -0.54
C -0.7470 -0.7991 -0.5775 -0.18 0.05 0.34 0.08
C -1.4674 0.4941 -0.1508 -0.31 -0.02 -0.01 -1.23
C 0.9835 1.3607 0.2513 0.52 0.37 0.26 0.06
C 1.1236 0.0510 0.9908 0.05 0.10 0.11 -0.42
C 0.4587 -1.1659 0.3187 -0.02 0.06 -0.05 -0.69
H 0.1394 -1.8641 1.1028 0.02 0.21 -0.12 0.32
H -0.8759 1.3713 0.1134 -0.33 -0.51 -0.33 0.27
H 2.2066 -0.0905 1.0816 -0.04 -0.13 0.08 0.36
H -2.0996 0.8317 -0.9704 -0.31 -0.23 0.08 0.36
H 1.0335 1.2873 -0.8604 0.17 0.15 0.14 0.27
H -2.0511 0.3133 0.7539 -0.26 -0.14 -0.14 0.33
H 0.4192 -0.3028 -2.0784 -0.09 0.00 -0.05 0.35
H 1.1690 -1.7339 -0.2954 -0.12 0.17 0.07 0.33
H -1.4888 -1.6018 -0.5124 0.13 0.08 0.01 0.37
H 0.7353 0.2143 1.9997 0.08 0.01 -0.09 0.29
```
Forces are in eV/Å.

## Properties
SMILES: C[C@@H](O)CCC=O
Charge: 0



# 12
A structure of composition C5H10O2. Source: OMol25; level of theory: ωB97M-V/def2-TZVPD.

```
17
Properties=species:S:1:pos:R:3:forces:R:3:mulliken_charge:R:1
O -0.7085 1.0842 1.3424 -0.24 0.03 0.16 -0.48
O 0.1394 -1.3692 -0.0858 0.15 0.19 0.08 -0.36
C 1.7988 1.2033 1.0622 0.10 0.48 -0.47 -1.04
C 0.4142 1.0698 0.4957 0.04 1.52 -1.48 0.25
C -0.5306 -2.2342 -0.9828 -0.06 -0.15 -0.09 -0.71
C -1.4584 0.4929 0.2645 -0.44 -0.17 -0.06 -0.49
C -0.1542 -0.0319 -0.3814 -0.16 0.26 -0.29 -0.03
H -1.9426 1.2818 -0.3261 -0.07 -0.23 0.03 0.25
H 0.3608 2.0216 -0.2806 -0.65 -1.88 1.65 0.12
H 0.0519 0.2007 -1.4311 -0.39 -0.35 -0.17 0.40
H -2.1695 -0.2437 0.6380 -0.02 0.00 -0.14 0.37
H -1.6263 -2.1602 -0.8916 0.21 0.04 0.03 0.27
H 1.9726 2.0298 0.3835 2.11 0.26 0.66 0.33
H 2.4873 0.3761 0.8677 -0.33 0.02 0.15 0.27
H -0.2565 -2.0110 -2.0261 -0.02 -0.03 0.18 0.31
H 1.8521 1.5483 2.1004 -0.21 -0.19 -0.27 0.30
H -0.2305 -3.2583 -0.7488 -0.02 0.19 0.02 0.25
```
Forces are in eV/Å.

## Properties
Charge: 0



no.,energy (eV),E_HOMO (eV),Kohn-Sham gap (eV)
1,-7391.823,-9.635,10.741
2,-7393.558,-10.058,11.066
3,-9438.677,-8.022,8.906
4,-9437.759,-7.985,8.459
5,-9438.391,-8.334,9.218
6,-9435.989,-7.314,6.939
7,-9441.682,-9.604,10.398
8,-9441.711,-9.829,10.884
9,-9440.059,-8.116,8.958
10,-9439.791,-8.802,9.491
11,-9441.016,-9.953,10.794
12,-9439.370,-9.663,10.682